1.
Below is a 3-piece molecular cluster, C21H46BrF3OPS overall, with properties calculated with ωB97M-V/def2-TZVPD.

Its total charge is +1. The orbital gap is 9.20 eV. As for the largest force on an atom: 1.4 eV/Å.

XYZ file:
```
74
Properties=species:S:1:pos:R:3:forces:R:3
H -4.181 1.354 2.974 0.00 -0.01 -0.02
F 2.384 -3.874 2.722 -0.26 -1.05 0.86
C -6.219 2.006 -4.313 0.02 -0.01 0.00
H 0.985 -2.162 -1.120 0.23 -0.07 0.05
C -4.963 1.643 -2.117 -0.05 0.01 0.02
H 0.958 0.230 2.787 -0.03 0.02 -0.04
H -5.217 0.210 -3.690 0.00 0.00 -0.01
H 5.471 -1.301 0.920 0.15 -0.12 -0.15
C -2.309 -0.752 2.614 0.06 -0.04 -0.02
H 3.615 2.919 1.131 0.12 -0.22 -0.08
H 4.643 1.552 1.577 0.01 0.07 -0.21
H 3.573 -0.365 1.075 0.00 0.07 -0.22
C -3.441 3.688 -2.482 0.04 0.02 0.00
H -1.509 2.014 2.448 -0.03 -0.03 0.00
H 2.247 -3.340 -1.465 -0.11 0.13 0.17
H -0.350 -3.385 0.895 0.28 0.20 0.08
C -2.154 3.001 -2.034 0.00 0.01 -0.02
H 7.185 -4.251 -0.762 -0.17 0.02 0.10
F 3.835 -2.943 1.453 0.26 -0.21 -0.32
F 2.326 -1.779 2.400 -0.34 0.91 0.42
O 0.340 -2.724 1.061 -0.08 -0.31 -0.20
H 1.610 -4.280 0.499 -0.03 0.27 -0.02
H -1.283 3.464 -2.502 0.01 0.00 0.01
C -1.677 0.199 3.632 0.03 0.01 0.04
C -4.478 0.545 2.306 0.02 0.02 -0.01
H 6.014 -5.409 -0.118 0.08 0.25 -0.08
H 4.117 -4.018 -0.700 0.13 0.08 -0.03
H -0.496 1.969 3.870 0.00 0.02 -0.02
H -7.176 1.773 -3.841 0.00 0.02 0.01
C 0.310 0.887 2.200 0.01 0.05 0.02
C 2.533 -2.944 1.828 0.35 0.34 -1.09
H 6.289 -0.205 -0.239 -0.01 -0.23 0.14
H -2.453 0.604 4.287 0.00 0.00 -0.02
H -2.846 -1.531 3.163 -0.01 0.00 0.02
H -1.017 -0.387 4.280 0.01 0.01 0.02
H -1.520 -1.270 2.058 0.01 0.06 0.03
H -5.030 -0.189 2.897 0.01 0.00 0.02
Br 2.242 2.268 -1.283 -0.10 0.16 -0.15
H -3.625 -0.868 0.932 -0.02 0.00 -0.04
H -3.380 4.753 -2.244 0.02 0.00 -0.02
H -4.175 1.035 -1.666 0.04 -0.02 0.03
H -0.033 0.331 1.324 -0.02 -0.03 0.00
C 5.080 -3.756 -1.144 -0.05 -0.26 -0.13
C -4.698 3.121 -1.828 -0.02 -0.01 0.02
H 5.106 -4.209 -2.145 -0.04 0.00 0.27
H 1.988 0.106 0.420 0.23 0.00 0.06
H -5.560 3.716 -2.140 0.00 -0.01 0.00
H -3.525 3.627 -3.570 -0.01 0.00 -0.01
H 6.260 -3.869 0.711 -0.06 -0.10 -0.21
C -3.275 -0.101 1.628 -0.03 0.05 0.00
C 3.652 1.314 -0.355 0.21 -0.26 0.09
H -5.166 0.962 1.572 -0.03 0.02 -0.04
C 1.601 -3.186 0.631 -0.09 -0.17 0.13
H 0.908 1.730 1.843 -0.03 0.03 0.02
S 3.100 -1.220 -1.139 -0.23 -0.14 -0.19
P 5.211 -1.940 -1.494 0.18 -0.06 0.20
C 6.208 -4.341 -0.275 -0.01 -0.03 -0.01
H -6.281 1.705 -5.359 0.00 -0.01 0.01
H -2.147 1.942 -2.301 -0.01 0.01 0.00
C -0.869 1.359 3.045 -0.02 -0.07 -0.02
C 3.054 -0.003 0.186 0.05 0.28 0.19
C -5.076 1.291 -3.600 -0.01 -0.01 -0.01
C 4.310 2.170 0.735 -0.10 0.09 0.08
H 5.181 2.699 0.332 -0.23 -0.05 0.06
H -5.891 1.352 -1.613 0.01 0.00 -0.01
C 1.938 -2.565 -0.752 -0.18 -0.09 -0.16
H -6.093 3.090 -4.291 0.00 0.00 0.00
H -2.031 3.074 -0.950 -0.01 -0.01 0.00
C 6.031 -1.248 -0.016 0.07 0.29 0.08
H -2.752 0.642 1.017 0.01 0.01 0.01
H -4.133 1.514 -4.108 0.01 -0.01 0.01
H 4.374 1.106 -1.155 -0.08 -0.03 0.27
H 6.968 -1.808 0.103 -0.12 0.16 -0.04
H -4.618 3.257 -0.745 -0.01 -0.01 0.05
```
Positions in Å, forces in eV/Å.

2.
Below is C21H46IIrN3O7P2S as an isolated structure, with properties calculated with ωB97M-V/def2-TZVPD.

The calculation puts the relative energy (zero: lowest compared OMol25 entry of this formula, charge and spin) at 41.0 kcal/mol. Its total charge is +2. The orbital gap (spin up / spin down) is 4.69 / 4.77 eV. Its expectation value of S² is 0.857. As for the largest force on an atom: 2.9 eV/Å. Its multiplicity is 2.

XYZ file:
```
82
Properties=species:S:1:pos:R:3:forces:R:3
Ir -0.763 -0.936 0.591 -0.82 -1.41 1.12
C -1.581 -2.346 -2.169 -0.50 0.12 -1.30
O 0.894 -2.420 1.453 -0.03 0.29 0.09
C 1.172 -2.760 2.609 0.04 0.07 -0.09
C -1.077 3.082 3.814 0.30 -0.13 -0.04
H -3.334 -5.115 -1.832 0.01 -0.01 0.03
H 0.645 0.204 -4.434 -0.05 -0.13 -0.05
H 3.740 2.408 3.009 0.03 0.08 0.08
H 4.881 1.062 2.947 0.09 -0.06 0.04
C -2.300 -5.037 -1.496 -0.05 0.39 0.58
H -2.510 -1.801 -1.999 0.10 0.08 0.13
C -1.821 -3.490 -3.221 0.06 0.67 0.25
O 0.647 0.140 -0.929 0.25 -1.28 0.80
C 1.460 0.753 -3.969 -0.29 0.19 0.12
H 2.565 0.292 2.457 0.06 -0.01 -0.08
C 0.277 3.717 3.576 -0.47 0.59 0.60
H 1.149 5.541 2.845 0.07 0.08 -0.01
I -0.501 -1.079 4.448 -0.67 -0.77 -0.61
P 0.818 1.943 1.505 0.95 1.12 -0.10
H 3.178 -2.797 2.317 -0.11 -0.04 0.02
H 2.240 0.897 -4.710 0.07 0.06 -0.05
O 0.095 0.722 1.972 -1.14 -1.00 -0.74
H 0.470 -3.593 4.496 -0.04 0.09 -0.05
H -3.086 -3.366 -0.295 0.05 0.14 0.05
H 0.445 -4.091 -0.197 -0.03 0.16 -0.01
H -3.868 3.167 -2.182 -0.07 0.05 -0.03
H 1.704 3.878 -2.499 0.01 0.09 0.08
H 2.914 2.969 -3.391 0.09 -0.02 -0.02
P -0.188 1.341 -1.156 -1.81 1.11 -1.29
H 2.336 2.347 -1.841 0.21 -0.06 0.13
C 0.960 2.097 -3.469 0.80 0.18 -0.83
C 0.128 -3.637 -1.135 1.03 -0.61 -0.16
H -2.727 1.067 -2.713 0.04 -0.04 0.22
C 3.156 0.813 1.693 0.73 -0.46 0.29
H 0.857 3.700 4.503 -0.04 -0.02 -0.15
H -2.870 -3.526 -3.519 0.04 0.00 -0.02
C -2.873 1.357 -1.665 -0.89 0.11 -0.46
O -0.199 1.912 -2.621 -0.31 -0.28 1.17
H -4.935 0.765 -1.760 -0.05 0.02 -0.04
C -0.071 -4.735 -2.235 0.21 0.44 0.45
H 4.435 -0.850 1.205 0.10 -0.06 0.05
H -0.460 5.208 2.189 -0.12 0.01 -0.13
H -1.212 -3.329 -4.112 -0.06 0.01 0.01
N -1.453 -4.728 -2.607 -0.25 -1.24 -1.23
H -1.687 3.139 2.914 -0.18 -0.03 -0.08
C 3.737 -0.185 0.704 -0.40 0.21 0.16
N 2.434 -2.958 2.982 0.26 0.03 0.02
H -3.171 3.198 -0.564 -0.05 0.03 0.13
O -1.705 0.862 -0.942 0.79 0.44 0.26
H 0.878 -2.909 -1.442 0.01 0.08 0.12
H -2.128 3.353 -2.001 -0.02 0.16 -0.05
C 0.053 2.707 0.038 0.28 -0.89 0.35
C 0.163 5.149 3.078 0.27 -0.33 0.07
H -0.819 -1.653 -2.525 0.03 0.09 0.13
H -0.777 -3.423 3.210 0.14 0.10 0.12
C 0.119 -2.994 3.657 -0.10 0.07 0.24
H 4.786 2.204 1.600 0.11 0.06 -0.07
H -2.003 -5.994 -1.070 -0.04 -0.01 -0.01
N -1.135 -2.947 -0.921 0.11 2.40 1.59
H -1.584 3.616 4.614 -0.06 0.05 -0.01
H -0.278 5.770 3.852 -0.09 0.07 0.07
H -0.906 3.160 0.277 -0.10 -0.04 -0.02
H -1.821 -4.294 0.519 0.04 0.16 0.07
H -3.890 -0.417 -0.962 -0.03 -0.10 -0.07
H 0.197 -5.719 -1.851 0.05 0.02 -0.03
C -2.139 -3.886 -0.440 -0.72 -0.88 0.31
H 0.556 2.685 -4.300 0.11 -0.10 0.15
C 2.044 2.875 -2.748 -0.38 0.06 -0.10
H 4.270 0.345 -0.080 0.11 0.04 -0.08
C 4.210 1.679 2.356 -0.33 -0.03 -0.10
H 2.685 -3.251 3.912 -0.04 -0.06 -0.02
S -2.407 -1.468 2.107 2.40 0.75 -1.06
H -0.976 2.038 4.107 -0.04 -0.03 0.01
H 1.859 0.184 -3.135 0.10 -0.18 0.02
H 2.931 -0.758 0.250 0.01 -0.14 -0.06
O 1.102 2.971 2.652 -0.02 -0.64 -0.83
C -4.089 0.645 -1.089 0.39 0.04 -0.01
H 0.543 -4.522 -3.111 0.01 -0.05 0.01
H -4.357 1.051 -0.116 0.00 0.08 0.10
C -3.009 2.868 -1.588 0.26 -0.30 0.03
O 2.254 1.664 0.943 -0.56 0.29 -0.10
H 0.723 3.465 -0.356 0.14 0.06 -0.07
```
Positions in Å, forces in eV/Å.

3.
Below is C21H46IIrN3O7P2S as an isolated structure, with properties calculated with ωB97M-V/def2-TZVPD.

The calculation puts the relative energy (zero: lowest compared OMol25 entry of this formula, charge and spin) at 24.7 kcal/mol. Its total charge is +2. The orbital gap (spin up / spin down) is 6.83 / 4.15 eV. Its expectation value of S² is 8.772. As for the largest force on an atom: 3.5 eV/Å. Its multiplicity is 6.

XYZ file:
```
82
Properties=species:S:1:pos:R:3:forces:R:3
H -2.215 1.038 -4.533 -0.01 0.00 0.00
C -0.564 3.349 -1.421 -0.12 0.06 -0.03
O -0.906 -0.538 3.749 0.54 0.33 0.62
H -2.979 1.313 -0.192 -0.12 0.16 -0.05
H 3.270 -5.155 -1.787 -0.01 0.00 0.00
N -5.399 1.669 1.981 3.06 -1.57 -0.33
H 4.021 0.762 -1.884 -0.01 -0.01 0.02
H 5.735 0.560 -1.548 0.02 0.00 0.00
H 1.027 -1.884 -1.670 -0.01 0.02 0.04
C -4.018 -0.297 2.571 1.85 0.37 -0.56
H -5.837 1.016 0.050 0.04 -0.09 0.01
N 0.327 -0.807 5.593 0.14 -0.08 0.43
O -0.091 0.415 -3.069 -0.13 -0.08 -0.52
C -2.373 0.227 -3.821 -0.05 0.01 -0.09
H 1.159 -0.623 6.128 -0.02 -0.03 -0.02
C 4.741 0.194 -1.294 0.02 -0.02 -0.03
H 4.701 -0.862 -1.569 0.00 0.01 0.01
H 2.522 -3.630 -2.250 0.00 0.01 0.02
O 1.222 1.639 -1.348 0.16 0.52 -0.09
H -3.138 -0.439 -4.223 0.00 0.01 -0.01
C 1.548 -0.961 -1.399 0.12 0.05 -0.32
C -4.395 2.479 2.658 -1.43 1.06 0.61
H 5.485 -1.419 0.858 0.00 0.01 0.00
C -2.981 1.880 2.442 0.63 -1.43 -0.92
H -0.863 3.108 -0.398 0.08 -0.03 0.02
H -5.791 0.435 3.617 0.08 0.01 0.06
H -0.383 -1.400 5.995 0.05 0.01 -0.05
P 0.363 0.371 -1.582 -0.58 -0.50 0.85
H 0.443 -1.637 -4.663 -0.03 0.01 0.02
H -2.448 1.734 3.381 -0.19 0.10 0.09
O 3.216 -2.411 0.167 0.27 -0.32 -0.13
O -0.814 0.177 -0.661 0.38 0.67 -0.88
C 2.961 -3.841 -0.136 -0.02 0.13 0.09
H -2.739 0.644 -2.881 0.03 -0.01 0.02
H -1.248 -1.318 -2.854 0.03 0.03 0.01
H -4.049 -1.287 2.121 -0.11 0.00 -0.04
C 0.898 3.053 -1.671 0.07 -0.35 0.11
C -1.093 -0.541 -3.609 0.15 0.07 0.24
S -1.907 -2.481 1.130 0.28 0.64 0.05
H -6.137 -0.271 2.043 0.05 0.00 -0.02
H 2.012 -0.148 3.332 -0.05 -0.03 -0.05
O 1.136 -1.334 1.231 0.98 0.13 -0.16
H -3.844 -0.213 -0.031 -0.08 0.07 0.02
H -4.959 2.539 0.148 0.04 -0.01 0.03
C 5.503 -0.349 1.063 0.07 -0.04 0.00
H 5.286 -0.186 2.118 -0.01 0.01 -0.01
H 2.353 -0.797 -2.118 -0.02 -0.07 -0.07
H 3.703 -4.342 0.482 0.03 0.02 0.03
I 0.619 1.845 2.317 0.30 0.42 0.10
H 4.539 1.453 0.419 -0.01 0.03 0.02
H -0.736 4.414 -1.582 0.00 0.01 0.00
H 0.797 -3.811 -0.328 0.01 -0.01 0.05
C 1.290 0.506 3.816 -0.09 -0.08 0.06
H 6.507 0.025 0.863 0.01 -0.01 0.01
Ir -1.007 -0.488 1.443 -0.40 -2.27 -0.35
C -3.698 0.771 0.418 1.32 -1.00 1.15
H -4.641 2.516 3.719 0.02 -0.05 -0.01
H 4.253 -3.694 -1.857 0.00 0.00 0.01
H -2.378 2.522 1.801 -0.11 0.08 0.04
H 2.399 3.091 -3.216 -0.01 0.00 0.02
H -4.441 3.496 2.271 0.06 -0.01 -0.05
H -0.325 -0.348 -5.604 0.00 -0.01 0.00
H 0.751 2.809 -3.810 0.00 -0.01 0.02
H 1.378 -4.042 1.329 0.00 0.02 -0.02
H -1.207 2.797 -2.110 0.05 0.01 -0.01
O 3.140 0.019 0.593 0.40 0.33 -0.01
C -0.502 -1.130 -4.864 -0.01 0.02 -0.09
H 1.520 3.591 -0.958 -0.01 0.03 0.03
C -5.428 0.345 2.594 -1.97 0.44 0.09
H 1.772 1.102 4.585 0.02 -0.01 0.01
C 1.350 3.352 -3.079 -0.02 0.02 -0.06
C 0.146 -0.314 4.377 -0.57 -0.02 -0.61
C -5.038 1.538 0.574 -1.67 1.08 -0.19
H -3.585 -0.391 3.567 -0.14 0.06 0.02
P 2.251 -1.200 0.239 -1.02 -0.20 0.56
C 1.575 -4.275 0.284 -0.02 0.02 -0.05
H -1.196 -1.855 -5.289 0.01 0.00 -0.01
N -3.092 0.554 1.766 -2.05 1.35 0.28
C 4.520 0.390 0.188 -0.25 -0.06 0.07
C 3.270 -4.082 -1.595 -0.01 -0.02 -0.06
H 1.240 4.421 -3.266 0.01 0.00 -0.02
H 1.500 -5.354 0.150 0.00 -0.01 -0.01
```
Positions in Å, forces in eV/Å.